Entry P
An isolated ion of composition C5H9N4O2 and charge -1, computed with ωB97M-V with the def2-TZVPD basis set.

The value obtained for the gap between HOMO and LUMO (alpha / beta) is 7.122 / 7.118 eV. Its lowest unoccupied orbital energy (alpha / beta) is 3.72 / 3.72 eV.

The geometry in ORCA input format:
```
! wB97M-V def2-TZVPD RIJCOSX def2/J DEFGRID3
* xyz -1 1
O 2.0238 -1.5089 0.9417
O 3.7591 -0.8512 -0.3083
N -0.6651 2.6205 0.1723
N 2.5785 -0.7450 0.1016
N 2.0015 0.3792 -0.3259
N -0.9444 0.3625 -0.3585
C 1.0439 0.9427 0.3988
C -1.4634 -0.9394 -0.0902
C 0.5442 2.2913 0.0582
C -0.6267 -1.9578 -0.8816
C -1.4676 1.4519 0.5242
H 1.2640 2.9588 -0.4382
H -0.2596 -1.4038 -1.8637
H 0.8050 0.5147 1.3532
H -2.5014 1.6369 0.3346
H -1.0609 -2.9973 -1.0857
H 0.4000 -2.0520 -0.4634
H -1.6825 -1.1074 0.9752
H -2.3290 -0.9024 -0.7272
H -1.4195 1.3066 1.6830
*
```



Entry Q
An isolated ion of composition C5H9N4O2 and charge -1, computed with ωB97M-V with the def2-TZVPD basis set.

The value obtained for the gap between HOMO and LUMO is 6.071 eV. Its lowest unoccupied orbital energy is 3.45 eV.

The geometry in ORCA input format:
```
! wB97M-V def2-TZVPD RIJCOSX def2/J DEFGRID3
* xyz -1 1
O -3.3842 -1.9624 0.5361
O 0.9166 1.3514 3.1237
N -2.4447 -1.0858 0.3143
N 1.7410 1.3199 -0.1599
N 1.1026 1.1414 1.8891
N 1.5062 1.9667 0.9962
C 0.3737 -0.5016 -1.2209
C 0.9381 -0.2376 1.3120
C -2.1482 -0.6543 -0.8599
C 1.3690 -0.1412 -0.1050
C -0.9954 0.2916 -1.0112
H -0.0485 -1.4749 -1.0716
H 0.9594 -0.4964 -2.0914
H 1.4063 -0.8263 2.1085
H -0.8859 0.7627 -0.0838
H -1.3593 1.0091 -1.7015
H -2.5735 -1.2147 -1.8184
H -0.1861 -0.3721 1.2823
H 2.3322 -0.5251 -0.4057
H 1.3807 1.6496 -1.0329
*
```



Most stable structure, least stable structure: entry P, entry Q.



Entry P
A 4-piece molecular cluster, C3H13NO2S2 overall, computed with ωB97M-V with the def2-TZVPD basis set.

The value obtained for the gap between HOMO and LUMO is 3.415 eV. Its lowest unoccupied orbital energy is -5.53 eV.

The geometry in ORCA input format:
```
! wB97M-V def2-TZVPD RIJCOSX def2/J DEFGRID3
* xyz 0 1
S 1.7716 -0.6412 0.3739
S -0.6900 -0.2288 -2.4096
O -2.4568 0.5885 1.7634
O -1.3410 -1.6061 1.3853
N -0.2455 2.0547 0.9026
C 3.4448 -1.3480 0.7547
C -0.4155 1.8713 -0.6540
C -1.1657 0.5439 -0.8231
H 4.1445 -0.5966 1.1499
H -0.8007 -0.1686 -0.1027
H -2.4138 0.6910 2.7287
H 3.5287 -2.2471 1.3659
H -1.7277 -0.7170 1.3548
H -2.2566 0.6098 -0.7361
H -1.0314 2.6786 -0.8780
H 0.4556 1.8204 -1.2175
H -1.0254 1.6673 1.3608
H 0.4866 1.2790 1.0525
H 0.6798 -0.5264 -2.1220
H -0.3916 -1.5596 1.6083
H 3.9662 -1.6555 -0.1671
*
```



Entry Q
A 3-piece molecular cluster, C3H13NO2S2 overall, computed with ωB97M-V with the def2-TZVPD basis set.

The value obtained for the gap between HOMO and LUMO is 8.919 eV. Its lowest unoccupied orbital energy is 0.38 eV.

The geometry in ORCA input format:
```
! wB97M-V def2-TZVPD RIJCOSX def2/J DEFGRID3
* xyz 0 1
S 2.2165 2.6319 1.0258
S 0.2317 2.2848 0.7977
O -1.5738 -4.8369 2.6085
O -3.2981 -1.7478 5.4145
N 1.4675 0.3297 -1.8858
C -0.1094 1.9697 -0.9555
C 1.1599 -0.5431 -3.0108
C 1.0332 1.7088 -1.9304
H -1.1960 -5.0132 1.7404
H 2.0630 -0.8988 -3.5235
H 2.2345 3.9043 1.4521
H -2.8059 -1.2499 4.7634
H 0.5047 0.0048 -3.6756
H -0.6788 2.8207 -1.3245
H -4.2158 -1.4984 5.5141
H 0.7944 1.9827 -2.9432
H 2.3529 0.1511 -1.4297
H -2.0367 -4.0008 2.4755
H 1.8599 2.3659 -1.6391
H -0.7287 1.0803 -0.8693
H 0.7251 -1.4460 -2.6045
*
```



Most stable structure, least stable structure: entry Q, entry P.



Entry P
C2H8N2S as an isolated structure, computed with ωB97M-V with the def2-TZVPD basis set.

The value obtained for the gap between HOMO and LUMO is 7.579 eV. Its lowest unoccupied orbital energy is 0.48 eV.

The geometry in ORCA input format:
```
! wB97M-V def2-TZVPD RIJCOSX def2/J DEFGRID3
* xyz 0 1
S 1.2306 -1.4196 -0.3014
N -1.5384 -0.8951 0.1727
N -1.3880 1.3527 0.4682
C -1.8654 0.1524 0.8306
C 2.4066 -0.1935 -0.9447
H 2.8480 -0.4945 -1.8929
H -2.5285 0.0913 1.6789
H -1.2176 2.0415 1.1716
H -1.9229 -1.7715 0.4871
H -0.3474 -0.9316 -0.1425
H 3.1901 -0.0810 -0.2037
H -0.7936 1.3693 -0.3448
H 1.9267 0.7796 -0.9791
*
```



Entry Q
C2H8N2S as an isolated structure, computed with ωB97M-V with the def2-TZVPD basis set.

The value obtained for the gap between HOMO and LUMO is 8.653 eV. Its lowest unoccupied orbital energy is 0.72 eV.

The geometry in ORCA input format:
```
! wB97M-V def2-TZVPD RIJCOSX def2/J DEFGRID3
* xyz 0 1
S 0.8493 1.9607 -1.4465
N 0.6819 -0.8298 -0.6534
N -1.7236 -1.2887 2.1442
C 0.1818 -1.2210 0.6152
C -1.1252 -0.9567 0.9115
H -2.3565 -0.4739 2.4982
H 1.2605 2.3948 -0.2581
H 1.6008 -1.2318 -0.8088
H -1.6592 -0.4641 0.0612
H 0.6896 0.5270 -0.8069
H -1.0765 -1.4804 2.8751
H 0.0504 -1.0866 -1.3566
H 0.8556 -1.6603 1.3431
*
```



Entry R
C2H8N2S as an isolated structure, computed with ωB97M-V with the def2-TZVPD basis set.

The value obtained for the gap between HOMO and LUMO is 7.631 eV. Its lowest unoccupied orbital energy is 0.40 eV.

The geometry in ORCA input format:
```
! wB97M-V def2-TZVPD RIJCOSX def2/J DEFGRID3
* xyz 0 1
S -0.4815 0.6279 1.3053
N -0.8131 -1.6183 -1.2465
N 0.2661 0.4322 -1.5527
C -0.0260 -0.7770 -1.9397
C 1.2513 0.7058 1.8955
H 1.6907 -0.3051 2.0408
H 0.8723 1.0428 -2.1222
H 1.9847 1.3206 1.2754
H -0.9463 -1.4290 -0.2747
H 0.2520 -1.1240 -2.9451
H 1.2085 1.1689 2.9112
H -0.8531 -2.5694 -1.5491
H -0.0275 0.5782 -0.3617
*
```



Most stable structure, least stable structure: entry R, entry Q.